Record 1
C8H10BrOP in the gas phase at a distorted geometry, computed with wB97M-V/def2-TZVPD.

Bonds (Å) are listed after each position.
Cartesian coordinates (Å):
1 C -2.18 0.41 1.21  C2 1.419, C3 1.358, H12 1.202
2 C -1.32 -0.13 2.19  C1 1.419, C4 1.338, H13 1.069
3 C -1.98 0.34 -0.13  C1 1.358, C5 1.535, H14 1.044
4 C -0.36 -0.97 1.79  C2 1.338, C6 1.477, H15 1.169
5 C -0.75 -0.45 -0.61  C3 1.535, C6 1.474, O9 1.490, H16 1.112
6 C -0.11 -1.33 0.38  C4 1.477, C5 1.474, C8 1.328
7 C 2.44 1.58 -1.86  P10 1.883, H17 1.143, H18 1.151, H19 1.097
8 C 0.37 -2.47 -0.10  C6 1.328, H20 1.069, H21 1.067
9 O 0.25 0.53 -1.13  C5 1.490, P10 1.598
10 P 1.58 0.90 -0.33  C7 1.883, O9 1.598, Br11 2.157
11 Br 1.07 2.75 0.64  P10 2.157
12 H -3.09 1.06 1.66  C1 1.202
13 H -1.58 -0.14 3.23  C2 1.069
14 H -2.51 0.85 -0.87  C3 1.044
15 H 0.11 -1.43 2.76  C4 1.169
16 H -0.96 -0.95 -1.58  C5 1.112
17 H 1.96 2.52 -2.29  C7 1.143
18 H 3.46 2.03 -1.57  C7 1.151
19 H 2.44 0.78 -2.62  C7 1.097
20 H 0.78 -3.31 0.42  C8 1.069
21 H 0.38 -2.58 -1.17  C8 1.067

Computed properties:
**Total energy**: -3301.38809 Ha
**Energy above the lowest of the compared OMol25 structures with the same formula, charge and spin**: 1.040 eV
**Gap between HOMO and LUMO**: 8.40 eV
**Structure (SMILES)**: C=C1C=CC=C[C@H]1OP(C)Br
**HOMO**: -8.60 eV
**LUMO energy**: -0.20 eV



Record 2
C8H10Cl2SSi in the gas phase at a distorted geometry, computed with wB97M-V/def2-TZVPD.

Bonds (Å) are listed after each position.
Cartesian coordinates (Å):
1 C -0.81 -1.73 1.02  C2 1.320, C3 1.403, H13 1.036
2 C -0.33 -2.17 -0.13  C1 1.320, C4 1.485, H14 1.106
3 C -0.55 -0.45 1.52  C1 1.403, C5 1.388, H15 1.071
4 C 0.66 -1.30 -0.82  C2 1.485, C6 1.482, Si9 1.952, H16 1.197
5 C -0.17 0.53 0.61  C3 1.388, C6 1.402, C7 1.518
6 C 0.18 0.09 -0.67  C4 1.482, C5 1.402, S10 1.735
7 C -0.22 2.03 0.79  C5 1.518, H17 1.060, H18 1.106, H19 1.127
8 C 1.27 0.91 -3.17  S10 1.669, H20 1.047, H21 1.049
9 Si 2.34 -1.39 0.19  C4 1.952, Cl11 1.950, Cl12 1.961, H22 1.371
10 S 0.51 1.40 -1.77  C6 1.735, C8 1.669
11 Cl 3.52 -1.50 -1.36  Si9 1.950
12 Cl 2.85 0.13 1.32  Si9 1.961
13 H -1.20 -2.44 1.67  C1 1.036
14 H -0.41 -3.17 -0.60  C2 1.106
15 H -1.02 -0.13 2.43  C3 1.071
16 H 0.77 -1.50 -1.99  C4 1.197
17 H 0.79 2.35 0.77  C7 1.060
18 H -0.82 2.53 0.00  C7 1.106
19 H -0.78 2.11 1.77  C7 1.127
20 H 1.76 0.00 -3.33  C8 1.047
21 H 1.44 1.49 -4.03  C8 1.049
22 H 2.20 -2.45 1.04  Si9 1.371

Computed properties:
**Total energy**: -1918.84784 Ha
**Energy above the lowest of the compared OMol25 structures with the same formula, charge and spin**: 1.205 eV
**Gap between HOMO and LUMO (alpha / beta)**: 6.86 / 6.56 eV
**HOMO (alpha / beta)**: -6.90 / -7.08 eV
**LUMO energy (alpha / beta)**: -0.04 / -0.53 eV



Record 3
A 2-piece molecular cluster, C8H10ClN overall at a distorted geometry, computed with wB97M-V/def2-TZVPD.

Bonds (Å) are listed after each position.
Cartesian coordinates (Å):
1 C -5.03 -0.47 -0.37  C2 1.198, H11 1.057
2 C -4.04 -1.06 -0.71  C1 1.198
3 C 0.30 0.52 1.19  C5 1.348, C6 1.487, H12 1.080
4 C -0.99 -0.68 -0.45  C5 1.428, N9 1.282, H13 1.098
5 C 0.25 -0.16 0.03  C3 1.348, C4 1.428, C7 1.500
6 C 1.56 1.07 1.76  C3 1.487, H14 1.091, H15 1.085, H16 1.091
7 C 1.48 -0.43 -0.78  C5 1.500, H17 1.089, H18 1.088, H19 1.085
8 C -2.03 -2.12 -1.97  N9 1.300, Cl10 1.701, H20 1.086
9 N -1.07 -1.35 -1.54  C4 1.282, C8 1.300
10 Cl -2.37 -2.19 -3.64  C8 1.701
11 H -5.90 0.01 -0.03  C1 1.057
12 H -0.62 0.69 1.75  C3 1.080
13 H -1.93 -0.51 0.10  C4 1.098
14 H 2.29 0.27 1.90  C6 1.091
15 H 1.39 1.56 2.71  C6 1.085
16 H 2.00 1.79 1.07  C6 1.091
17 H 2.14 -1.11 -0.24  C7 1.089
18 H 2.02 0.49 -0.96  C7 1.088
19 H 1.21 -0.88 -1.73  C7 1.085
20 H -2.47 -2.90 -1.37  C8 1.086

Computed properties:
**Total energy**: -825.56028 Ha
**Energy above the lowest of the compared OMol25 structures with the same formula, charge and spin**: 6.797 eV
**Gap between HOMO and LUMO**: 7.22 eV
**HOMO**: -8.52 eV
**LUMO energy**: -1.30 eV